{
  "formula": "C2N3O3",
  "method": "the ωB97M-V functional and the def2-TZVPD basis",
  "symbols": ["C", "C", "N", "N", "N", "O", "O", "O"],
  "xyz": [[0.5621, 0.9106, -0.3339], [-1.7753, -0.1744, 0.0965], [1.7054, 1.3015, -0.2399], [1.8492, -1.3493, 0.3454], [-0.3847, 0.1890, -0.4876], [-2.0432, -1.3470, -0.0424], [-2.3543, 0.8384, 0.4438], [2.4335, -0.3818, 0.2225]],
  "e_tot_ev": -12683.7556,
  "homo_ev": [-4.7, -4.6],
  "de_lowest_kcal_mol": 66.2,
  "homo_lumo_gap_ev": [7.93, 7.56],
  "charge": -1
}